(1)
Entry from OMol25: a 2-piece molecular cluster, C18H9F6N2O2S overall in a non-equilibrium geometry (ωB97M-V/def2-TZVPD).

Summary:
- M (g mol⁻¹) = 431.34
- electronic energy (eV) = -53028.0405
- HOMO level (eV) = -3.39
- E_LUMO (eV) = 1.9
- energy above the lowest of the compared OMol25 structures with the same formula, charge and spin (kcal per mole) = 10.0
- total charge = -1

Geometry (Å):
1 F 5.16831 1.03449 -4.68525
2 C 4.77223 0.02542 -3.83057
3 F 4.94844 -1.17377 -4.48468
4 F 5.69720 0.02471 -2.80567
5 C 3.32988 0.15237 -3.34727
6 C 2.65757 -0.95135 -2.80247
7 C 1.38986 -0.78240 -2.25550
8 C 0.71657 0.46206 -2.32951
9 C -0.59667 0.38265 -1.74570
10 C -1.50419 1.37481 -2.03901
11 N -2.42408 2.04477 -2.22346
12 C 1.42408 1.58946 -2.80182
13 C 2.71425 1.40183 -3.39177
14 H 3.14755 -1.92684 -2.79001
15 H 0.94806 -1.64474 -1.75016
16 H -1.00191 -0.62864 -1.97866
17 H 0.97340 2.58440 -2.68497
18 H 3.24673 2.21451 -3.90429
19 F -2.76168 0.81440 7.35789
20 C -2.35075 0.44661 6.09163
21 F -1.13295 -0.18272 6.16341
22 F -3.22712 -0.46891 5.59647
23 S -2.22653 1.86808 5.05550
24 N -1.98918 0.91000 3.61453
25 C -3.03248 0.35312 2.89472
26 O -4.21690 0.41834 3.14335
27 C -2.36869 -0.30164 1.71764
28 C -1.03763 0.04416 1.72710
29 C -0.15004 -0.59878 0.84846
30 C -0.55120 -1.77354 0.13160
31 C -1.94580 -1.99694 -0.01394
32 C -2.85153 -1.26274 0.81172
33 C -0.78570 0.90598 2.93252
34 O 0.21910 1.49177 3.27257
35 H 0.86258 -0.17763 0.80150
36 H 0.19360 -2.56295 -0.24976
37 H -2.32709 -2.65715 -0.84344
38 H -3.92727 -1.45319 0.79731

Löwdin charges, unit e, in atom order: atom 1 (F): 0.08, atom 2 (C): -0.50, atom 3 (F): 0.08, atom 4 (F): 0.09, atom 5 (C): -0.18, atom 6 (C): -0.04, atom 7 (C): -0.06, atom 8 (C): -0.27, atom 9 (C): -0.19, atom 10 (C): -0.36, atom 11 (N): 0.06, atom 12 (C): -0.02, atom 13 (C): -0.03, atom 14 (H): 0.11, atom 15 (H): 0.07, atom 16 (H): 0.09, atom 17 (H): 0.10, atom 18 (H): 0.11, atom 19 (F): 0.06, atom 20 (C): -0.82, atom 21 (F): 0.06, atom 22 (F): 0.08, atom 23 (S): 1.16, atom 24 (N): -0.22, atom 25 (C): -0.41, atom 26 (O): 0.10, atom 27 (C): -0.09, atom 28 (C): -0.08, atom 29 (C): 0.00, atom 30 (C): -0.10, atom 31 (C): -0.07, atom 32 (C): 0.01, atom 33 (C): -0.41, atom 34 (O): 0.10, atom 35 (H): 0.13, atom 36 (H): 0.13, atom 37 (H): 0.12, atom 38 (H): 0.11

(2)
Entry from OMol25: C27H27AsNSTl as an isolated structure (ωB97M-V/def2-TZVPD).

Summary:
- M (g mol⁻¹) = 676.89
- electronic energy (eV) = -106292.5771
- HOMO level (eV) = -6.51
- E_LUMO (eV) = 0.0

Geometry (Å):
1 Tl -0.23297 -0.42274 2.99376
2 S -1.77871 -2.31552 1.40091
3 C -2.67930 -1.57379 0.09267
4 C -3.62574 -2.36990 -0.57224
5 C -4.43195 -1.85076 -1.56595
6 C -4.31176 -0.51842 -1.94094
7 C -3.35864 0.26925 -1.32189
8 C -2.53548 -0.23892 -0.31687
9 As -1.24706 0.94592 0.54822
10 C -0.01820 1.30443 -0.91328
11 C 0.91308 2.32879 -0.75678
12 C 1.87694 2.55736 -1.72417
13 C 1.93477 1.74543 -2.84881
14 C 1.02152 0.71439 -3.00502
15 C 0.05011 0.49297 -2.03876
16 C -2.33628 2.56580 0.51231
17 C -2.18613 3.59544 -0.40920
18 C -3.00273 4.71689 -0.34521
19 C -3.97393 4.81502 0.63895
20 C -4.13120 3.79137 1.56406
21 C -3.30993 2.67779 1.50272
22 H -3.72302 -3.40328 -0.26637
23 H -5.16579 -2.48593 -2.04760
24 H -4.95872 -0.09424 -2.69784
25 H -3.24985 1.30644 -1.61675
26 H 0.88127 2.94593 0.13532
27 H 2.59508 3.35732 -1.59458
28 H 2.70002 1.91042 -3.59699
29 H 1.06772 0.07675 -3.87929
30 H -0.66335 -0.31553 -2.15585
31 H -1.43334 3.51992 -1.18435
32 H -2.87480 5.51888 -1.06143
33 H -4.60542 5.69314 0.68984
34 H -4.88528 3.87060 2.33656
35 H -3.42289 1.87749 2.22737
36 C 1.72531 -3.73878 2.37001
37 N 2.12429 -3.81310 0.94351
38 C 3.56858 -4.11438 0.84199
39 C 1.75665 -2.57168 0.12266
40 C 2.45626 -1.31385 0.55568
41 C 3.65372 -0.99894 -0.09111
42 C 4.37737 0.12237 0.27025
43 C 3.87947 0.94030 1.27179
44 C 2.66674 0.63897 1.87110
45 C 1.88466 -0.48408 1.54828
46 H 1.99445 -4.66434 2.87645
47 H 0.65249 -3.59193 2.42630
48 H 2.23246 -2.89289 2.82453
49 H 1.59072 -4.57488 0.52560
50 H 4.11571 -3.28650 1.28518
51 H 3.85709 -4.21441 -0.20202
52 H 3.79860 -5.03414 1.37606
53 H 0.67788 -2.45276 0.21819
54 H 2.01473 -2.83364 -0.90535
55 H 4.02933 -1.63469 -0.88929
56 H 5.31093 0.35893 -0.22508
57 H 4.43908 1.81988 1.57135
58 H 2.29545 1.32587 2.63142

Löwdin charges, unit e, in atom order: atom 1 (Tl): 0.39, atom 2 (S): 0.37, atom 3 (C): -0.73, atom 4 (C): -0.15, atom 5 (C): -0.10, atom 6 (C): -0.10, atom 7 (C): -0.12, atom 8 (C): -0.42, atom 9 (As): 1.23, atom 10 (C): -0.39, atom 11 (C): -0.13, atom 12 (C): -0.09, atom 13 (C): -0.09, atom 14 (C): -0.09, atom 15 (C): -0.10, atom 16 (C): -0.39, atom 17 (C): -0.11, atom 18 (C): -0.09, atom 19 (C): -0.09, atom 20 (C): -0.09, atom 21 (C): -0.11, atom 22 (H): 0.09, atom 23 (H): 0.10, atom 24 (H): 0.10, atom 25 (H): 0.10, atom 26 (H): 0.11, atom 27 (H): 0.10, atom 28 (H): 0.10, atom 29 (H): 0.10, atom 30 (H): 0.10, atom 31 (H): 0.09, atom 32 (H): 0.10, atom 33 (H): 0.10, atom 34 (H): 0.10, atom 35 (H): 0.10, atom 36 (C): -0.01, atom 37 (N): -0.17, atom 38 (C): -0.01, atom 39 (C): -0.10, atom 40 (C): -0.30, atom 41 (C): -0.08, atom 42 (C): -0.10, atom 43 (C): -0.10, atom 44 (C): -0.19, atom 45 (C): -0.26, atom 46 (H): 0.10, atom 47 (H): 0.06, atom 48 (H): 0.10, atom 49 (H): 0.18, atom 50 (H): 0.11, atom 51 (H): 0.10, atom 52 (H): 0.10, atom 53 (H): 0.06, atom 54 (H): 0.13, atom 55 (H): 0.10, atom 56 (H): 0.10, atom 57 (H): 0.10, atom 58 (H): 0.07

(3)
Entry from OMol25: a single C7H8N4O molecule in a non-equilibrium geometry (ωB97M-V/def2-TZVPD).

Summary:
- M (g mol⁻¹) = 164.17
- SMILES string = C\N=C1/N=CC=N/C1=C/N=C/O
- electronic energy (eV) = -15394.5293
- HOMO level (alpha / beta) (eV) = -7.86 / -7.86
- E_LUMO (alpha / beta) (eV) = -0.7 / -0.7
- energy above the lowest of the compared OMol25 structures with the same formula, charge and spin (kcal per mole) = 54.1

Geometry (Å):
1 C 1.15367 -1.49242 0.97491
2 N 0.28216 -0.43102 0.56957
3 C 0.16433 -0.11367 -0.66407
4 N 0.84898 -0.76991 -1.68153
5 C 0.72380 -0.33432 -2.88430
6 C -0.08033 0.80141 -3.22113
7 N -0.79063 1.41884 -2.33602
8 C -0.73624 0.98380 -1.04552
9 C -1.56683 1.61565 -0.15374
10 N -1.77159 1.21892 1.10226
11 C -1.22243 1.42960 2.20959
12 O -1.57413 0.79630 3.30943
13 H 0.54964 -2.38025 1.17590
14 H 1.91566 -1.74502 0.23296
15 H 1.62366 -1.18458 1.91106
16 H 1.24806 -0.87713 -3.66225
17 H -0.12969 1.15828 -4.24105
18 H -2.23363 2.37830 -0.54296
19 H -0.44254 2.17111 2.38812
20 H -2.19777 0.08319 3.10001

Löwdin charges, unit e, in atom order: atom 1 (C): -0.14, atom 2 (N): 0.03, atom 3 (C): -0.32, atom 4 (N): 0.13, atom 5 (C): -0.11, atom 6 (C): -0.13, atom 7 (N): 0.10, atom 8 (C): -0.22, atom 9 (C): -0.05, atom 10 (N): 0.09, atom 11 (C): -0.27, atom 12 (O): 0.08, atom 13 (H): 0.08, atom 14 (H): 0.06, atom 15 (H): 0.07, atom 16 (H): 0.10, atom 17 (H): 0.10, atom 18 (H): 0.13, atom 19 (H): 0.15, atom 20 (H): 0.13

(4)
Entry from OMol25: C27H30ClNOP2Ru as an isolated structure in a non-equilibrium geometry (ωB97M-V/def2-TZVPD).

Summary:
- M (g mol⁻¹) = 583.01
- electronic energy (eV) = -65694.9932
- HOMO level (alpha / beta) (eV) = -8.82 / -10.97
- E_LUMO (alpha / beta) (eV) = -2.2 / -5.7
- total charge = +1
- 2S+1 = 6

Geometry (Å):
1 C -1.70585 -0.35585 -4.45950
2 C -0.66950 -0.20079 -3.56688
3 C -0.64497 1.00731 -2.74754
4 C -1.90573 1.59872 -2.40091
5 C -3.00345 1.33491 -3.23503
6 C -2.82629 0.49226 -4.31735
7 C -1.99653 2.57781 -1.36784
8 C -0.75211 2.97041 -0.81007
9 C 0.48638 2.35274 -1.23101
10 C 1.67847 2.61527 -0.42419
11 C 1.73923 3.79012 0.28849
12 C 0.56089 4.54632 0.41623
13 C -0.68446 4.09594 0.02460
14 H -1.62201 -1.09240 -5.27405
15 H -3.90133 1.88983 -2.93649
16 H -3.63409 0.43617 -5.02554
17 H -2.82122 2.46202 -0.68360
18 H 2.70987 4.14027 0.67135
19 H 0.59054 5.49581 0.90975
20 H -1.67508 4.50042 0.26946
21 N 0.51852 1.56098 -2.32949
22 Ru 0.08369 -0.81509 0.51019
23 C 0.42518 -1.20846 -3.34288
24 H 1.40947 -0.72117 -3.36510
25 H 0.42162 -1.99877 -4.11612
26 C 2.76472 1.57941 -0.42139
27 H 3.00417 1.27539 -1.44809
28 H 3.66950 1.95206 0.08261
29 P 0.26355 -1.90161 -1.62255
30 P 2.18334 0.01915 0.43308
31 C 2.59355 0.29685 2.19557
32 H 2.28358 -0.60194 2.75397
33 H 3.67435 0.47139 2.32058
34 H 2.03682 1.15152 2.59818
35 C 3.51725 -1.12908 -0.06182
36 H 4.46795 -0.82477 0.41142
37 H 3.24222 -2.14225 0.26794
38 H 3.63161 -1.12511 -1.15671
39 C -1.26299 -2.93895 -1.75095
40 H -1.29999 -3.56857 -2.65512
41 H -1.33318 -3.58730 -0.86263
42 H -2.14102 -2.28392 -1.74866
43 C 1.51789 -3.25559 -1.70966
44 H 1.55659 -3.76826 -0.73451
45 H 1.29214 -3.99118 -2.50095
46 H 2.50750 -2.83010 -1.91038
47 C 0.44269 -2.39170 1.37043
48 O 0.72120 -3.33446 1.99587
49 H -1.08734 0.00239 -0.06430
50 Cl -2.93701 -1.48785 1.40428
51 C -2.19236 -1.14819 2.95677
52 C -2.57211 -1.93914 4.03617
53 C -2.01160 -1.67071 5.28758
54 C -1.04728 -0.67918 5.42595
55 C -0.65878 0.08279 4.32483
56 C -1.19577 -0.14970 3.03612
57 C -0.74162 0.61874 1.85992
58 H -3.29633 -2.73399 3.86593
59 H -2.31499 -2.28013 6.11824
60 H -0.59901 -0.51439 6.41685
61 H 0.11466 0.84342 4.46605
62 H -1.57837 1.15478 1.42564
63 H 0.00324 1.35536 2.13724

Löwdin charges, unit e, in atom order: atom 1 (C): -0.03, atom 2 (C): -0.23, atom 3 (C): -0.21, atom 4 (C): -0.18, atom 5 (C): -0.01, atom 6 (C): -0.05, atom 7 (C): 0.04, atom 8 (C): -0.19, atom 9 (C): -0.20, atom 10 (C): -0.23, atom 11 (C): -0.04, atom 12 (C): -0.06, atom 13 (C): -0.02, atom 14 (H): 0.13, atom 15 (H): 0.13, atom 16 (H): 0.11, atom 17 (H): 0.13, atom 18 (H): 0.13, atom 19 (H): 0.10, atom 20 (H): 0.13, atom 21 (N): 0.19, atom 22 (Ru): 0.61, atom 23 (C): -0.26, atom 24 (H): 0.09, atom 25 (H): 0.11, atom 26 (C): -0.25, atom 27 (H): 0.09, atom 28 (H): 0.10, atom 29 (P): 0.82, atom 30 (P): 0.77, atom 31 (C): -0.24, atom 32 (H): 0.05, atom 33 (H): 0.06, atom 34 (H): 0.04, atom 35 (C): -0.25, atom 36 (H): 0.06, atom 37 (H): 0.04, atom 38 (H): 0.05, atom 39 (C): -0.25, atom 40 (H): 0.06, atom 41 (H): 0.04, atom 42 (H): 0.04, atom 43 (C): -0.25, atom 44 (H): 0.04, atom 45 (H): 0.07, atom 46 (H): 0.03, atom 47 (C): -0.37, atom 48 (O): 0.11, atom 49 (H): 0.01, atom 50 (Cl): 0.71, atom 51 (C): -0.59, atom 52 (C): -0.08, atom 53 (C): -0.05, atom 54 (C): -0.06, atom 55 (C): -0.02, atom 56 (C): -0.31, atom 57 (C): -0.22, atom 58 (H): 0.11, atom 59 (H): 0.11, atom 60 (H): 0.12, atom 61 (H): 0.12, atom 62 (H): 0.05, atom 63 (H): 0.05

(5)
Entry from OMol25: an isolated ion of composition C6H11O and charge +1 in a non-equilibrium geometry (ωB97M-V/def2-TZVPD).

Summary:
- M (g mol⁻¹) = 99.15
- electronic energy (eV) = -8437.6370
- HOMO level (eV) = -15.93
- E_LUMO (eV) = -2.8
- energy above the lowest of the compared OMol25 structures with the same formula, charge and spin (kcal per mole) = 42.4
- total charge = +1

Geometry (Å):
1 C -0.29647 -1.28055 0.03553
2 C 1.10742 -1.21734 -0.70759
3 C 1.74076 1.25175 -0.37492
4 C -0.51092 0.06991 0.67424
5 C 0.29419 0.90653 -0.28891
6 C -2.00004 0.39408 0.73433
7 O 1.14603 0.19652 -1.20037
8 H -1.09007 -1.46700 -0.62536
9 H -0.33145 -2.14300 0.75352
10 H 1.81062 -1.29211 0.06747
11 H 1.27865 -1.90698 -1.57636
12 H 2.19128 2.08142 -1.01799
13 H 2.53557 0.81745 0.25675
14 H -0.15089 0.15248 1.79950
15 H -0.33031 1.74018 -0.95307
16 H -2.52290 0.40369 -0.17025
17 H -2.26269 1.47578 1.06159
18 H -2.60879 -0.18281 1.53190

Löwdin charges, unit e, in atom order: atom 1 (C): -0.10, atom 2 (C): 0.02, atom 3 (C): 0.07, atom 4 (C): -0.32, atom 5 (C): -0.15, atom 6 (C): -0.07, atom 7 (O): -0.06, atom 8 (H): 0.11, atom 9 (H): 0.16, atom 10 (H): 0.11, atom 11 (H): 0.17, atom 12 (H): 0.17, atom 13 (H): 0.15, atom 14 (H): 0.20, atom 15 (H): 0.24, atom 16 (H): 0.06, atom 17 (H): 0.12, atom 18 (H): 0.13

(6)
Entry from OMol25: C9H26N4O3Rb as an isolated structure in a non-equilibrium geometry (ωB97M-V/def2-TZVPD).

Summary:
- M (g mol⁻¹) = 323.80
- electronic energy (eV) = -22505.6141
- HOMO level (eV) = -10.99
- E_LUMO (eV) = -4.0
- energy above the lowest of the compared OMol25 structures with the same formula, charge and spin (kcal per mole) = 87.0
- total charge = +1

Geometry (Å):
1 Rb -0.34974 0.46657 2.49323
2 C -4.24154 2.21498 -2.40065
3 O -3.45608 2.59571 -1.51338
4 N -3.96198 1.92283 -3.60345
5 N -5.54095 2.16227 -2.14492
6 H -4.65572 1.59500 -4.26021
7 H -2.98078 1.88656 -3.84018
8 H -6.25672 1.74783 -2.72460
9 H -5.74060 2.62718 -1.27081
10 C -3.29284 -5.31959 -2.35846
11 C -4.30829 -4.47826 -1.52621
12 C -5.65250 -5.17353 -1.41517
13 O -6.62916 -4.48896 -0.61702
14 C -7.97759 -4.86211 -0.63611
15 N -3.84820 -4.27295 -0.18330
16 H -3.06232 -6.18731 -1.74038
17 H -2.38470 -4.73107 -2.48900
18 H -3.75225 -5.70542 -3.26850
19 H -4.49004 -3.53318 -2.03795
20 H -5.56333 -6.16204 -0.96462
21 H -5.87593 -5.29906 -2.47462
22 H -8.09672 -5.84485 -0.17991
23 H -8.38447 -4.80524 -1.64572
24 H -8.45805 -4.06191 -0.07314
25 H -4.51598 -3.73546 0.35081
26 H -3.82661 -5.17622 0.26810
27 C 7.59189 1.99100 1.15394
28 C 7.12237 2.98579 2.22482
29 C 7.81579 4.30655 2.20502
30 O 7.67906 4.83196 3.53665
31 C 8.31384 6.07501 3.64238
32 N 5.73517 3.06588 2.25198
33 H 6.73263 1.33456 1.01658
34 H 8.31295 1.21928 1.42339
35 H 7.93888 2.38674 0.19944
36 H 7.34706 2.49331 3.17091
37 H 7.38362 4.96998 1.45591
38 H 8.87325 4.32261 1.94118
39 H 9.07153 6.26762 2.88282
40 H 8.66220 6.18005 4.66986
41 H 7.58661 6.86031 3.43614
42 H 5.40041 3.32430 3.16918
43 H 5.73582 4.00329 1.87598

Löwdin charges, unit e, in atom order: atom 1 (Rb): 0.97, atom 2 (C): -0.78, atom 3 (O): -0.02, atom 4 (N): 0.18, atom 5 (N): 0.15, atom 6 (H): 0.13, atom 7 (H): 0.13, atom 8 (H): 0.11, atom 9 (H): 0.12, atom 10 (C): -0.04, atom 11 (C): -0.46, atom 12 (C): -0.21, atom 13 (O): -0.21, atom 14 (C): -0.11, atom 15 (N): 0.02, atom 16 (H): 0.07, atom 17 (H): 0.08, atom 18 (H): 0.08, atom 19 (H): 0.14, atom 20 (H): 0.13, atom 21 (H): 0.12, atom 22 (H): 0.09, atom 23 (H): 0.09, atom 24 (H): 0.09, atom 25 (H): 0.06, atom 26 (H): 0.07, atom 27 (C): -0.05, atom 28 (C): -0.50, atom 29 (C): -0.20, atom 30 (O): -0.18, atom 31 (C): -0.12, atom 32 (N): 0.04, atom 33 (H): 0.06, atom 34 (H): 0.07, atom 35 (H): 0.07, atom 36 (H): 0.14, atom 37 (H): 0.13, atom 38 (H): 0.13, atom 39 (H): 0.09, atom 40 (H): 0.09, atom 41 (H): 0.08, atom 42 (H): 0.08, atom 43 (H): 0.07